1.
Molecular formula: C11H21B2F4N4O7PTl
Method: DFT, wB97M-V/def2-TZVPD

E_LUMO (alpha / beta) in eV: -5.97 / -6.01
Multiplicity: 1
Net charge: +1
Gap between HOMO and LUMO (alpha / beta) in eV: 6.165 / 6.141

XYZ file:
```
51
C11H21B2F4N4O7PTl, DFT wB97M-V/def2-TZVPD
Tl -0.38426 1.71812 -3.17873
P 0.22159 -0.89203 1.09201
F -2.65989 2.62359 -1.97830
F -4.01486 2.36937 -0.11841
F 3.74018 -0.97288 -2.80173
F 2.08021 0.37409 -3.68241
O 0.50272 -1.97170 2.26688
O -2.95690 0.48525 -0.97889
O -1.70318 2.28157 0.17656
O 0.84451 0.39881 1.87247
O 1.53018 -1.42349 -2.22345
O 2.72506 0.59957 -1.40015
O -1.33663 -0.55186 1.24419
N 0.34721 -0.98178 -2.09315
N -1.91481 0.01385 -1.54855
N -0.56672 2.11089 -0.36247
N 1.66080 1.24399 -1.11986
C 3.04191 2.69905 0.36406
C -3.12721 -2.12884 -1.43360
C 1.75509 2.18045 -0.18724
C -0.48104 -3.31003 -2.41308
C 0.35920 3.50007 1.48399
C -1.94144 -0.07157 2.46715
C 0.45632 -3.37732 1.99523
C 0.48063 2.61770 0.28924
C -0.65323 -1.86424 -2.08523
C -1.91381 -1.30539 -1.71100
C 2.19060 0.35384 2.37944
B -2.89810 1.99986 -0.76540
B 2.56662 -0.35141 -2.60840
H 0.53896 2.89866 2.38217
H 2.30403 -0.45071 3.10126
H -0.64125 3.91616 1.55025
H -3.36810 -2.03116 -0.37008
H -0.54544 -3.69028 1.69057
H 1.09506 4.30260 1.45703
H -3.98118 -1.72719 -1.98241
H -1.90458 1.01421 2.48639
H 2.37515 1.30313 2.87605
H -2.97743 -0.39441 2.45743
H 3.87852 2.22461 -0.13831
H 1.17604 -3.65236 1.21954
H -1.18567 -3.61506 -3.18703
H -0.67081 -3.91512 -1.52098
H 3.10733 3.77899 0.21693
H 0.71822 -3.88652 2.91598
H -1.43456 -0.48122 3.33681
H 3.11015 2.50114 1.43727
H 0.53101 -3.49957 -2.75202
H 2.91288 0.21167 1.56834
H -2.98910 -3.17512 -1.68635
```

---

2.
Molecular formula: C33H54N6O9
Method: DFT, wB97M-V/def2-TZVPD

E_LUMO in eV: -0.05
Multiplicity: 1
Structure (SMILES): O=C1OCCO1.O=C1OCCO1.O=C1OCCO1.CCCC#N.CCCC#N.CCCC#N.CCCC#N.CCCC#N.CCCC#N
ΔE to the lowest compared entry with this formula, charge and spin in kcal per mole: 0.00
Net charge: 0
Gap between HOMO and LUMO in eV: 10.525

XYZ file:
```
102
C33H54N6O9, DFT wB97M-V/def2-TZVPD
O -5.84580 2.07030 0.84870
O -5.39205 0.25191 -0.38747
O -0.60376 0.52453 1.39026
O -3.74588 1.62225 0.25501
O -0.05358 -0.92042 3.02745
O 1.57021 -4.78563 0.36273
O 0.85352 -1.09551 0.97926
O 1.02074 -4.42447 2.51778
O 3.01797 -3.79135 1.76722
N 5.67177 4.88005 0.16280
N -5.61824 -4.06861 1.39373
N -4.85767 2.27596 -4.39920
N 6.02882 -3.82054 -2.94140
N -2.69282 -2.81172 4.83038
N -0.22859 -0.18628 -3.21673
C -5.03204 1.23763 0.15397
C -3.57889 -2.43252 1.26859
C -4.73297 -3.34273 1.34608
C 4.77266 2.69417 -0.94338
C 2.89565 -3.14599 3.01879
C -3.33672 0.62970 5.24115
C -1.81692 0.51290 5.34372
C -3.59984 2.54826 1.33935
C 2.05612 0.82629 -5.62172
C 4.20861 -1.26655 -1.11957
C 1.82079 -4.37351 1.44311
C 0.90075 -0.18382 -5.55334
C -2.38556 -2.99434 0.47868
C 5.27102 3.91793 -0.32100
C -2.58894 2.16551 -3.14294
C 0.77226 -0.33767 -0.24305
C 5.78383 -3.61150 -1.83981
C 5.43302 -3.34106 -0.45140
C -2.95571 4.60007 -2.28960
C 1.59487 -3.70211 3.60860
C -5.04572 2.92034 1.68300
C 0.06817 -0.52599 1.90936
C -2.07185 -1.94687 5.26394
C -1.30512 -0.83449 5.82594
C 3.30230 2.77562 -1.32560
C -2.51050 -4.44476 0.02534
C -3.85735 2.22711 -3.84265
C 5.23683 -1.85161 -0.16692
C -0.56780 0.34514 -0.03996
C -1.96054 3.46599 -2.59662
C 2.39274 2.98427 -0.11614
C 1.63968 2.29004 -5.72172
C 0.26842 -0.19057 -4.25010
H -1.90435 1.82710 -3.92791
H -3.79533 -0.13415 4.61614
H -2.10561 -2.32602 -0.33527
H -1.32632 -0.89587 6.91626
H -3.40231 -2.12499 2.30298
H 2.51879 4.00155 0.26778
H 2.65104 0.59999 -6.50956
H -3.79696 0.54517 6.23355
H -1.54012 -3.00929 1.17873
H 4.46275 -3.80229 -0.23659
H 1.31616 2.92595 -0.29393
H -3.44530 4.35889 -1.34709
H 1.62189 0.31790 -0.40671
H -5.28405 2.76183 2.73590
H 5.38334 2.42321 -1.80519
H -1.53606 1.27526 6.08049
H -0.73281 1.29886 -0.53037
H 4.67228 -1.15506 -2.10797
H 1.33612 -1.18193 -5.69783
H 2.98493 1.91111 -1.91258
H -3.72824 4.64727 -3.06093
H -3.38095 -4.61880 -0.61280
H -3.62296 1.64558 4.95849
H -1.16531 3.77945 -3.27705
H -1.41031 3.24588 -1.67728
H 0.68287 -0.99330 -1.10398
H 2.55546 2.86890 -5.85973
H 3.09169 3.63763 -1.96609
H 3.78443 -3.34925 3.62628
H -3.06149 3.44041 1.01552
H 2.59738 2.31066 0.72275
H 3.87725 -0.25784 -0.88041
H -0.26134 -1.00946 5.56221
H -3.00511 2.06019 2.10845
H 4.95788 -1.66921 0.87198
H -2.55521 1.39778 -2.37348
H 1.19134 2.69269 -4.80935
H 3.33721 -1.90961 -1.25067
H 0.94871 2.45511 -6.54560
H -2.48048 5.57783 -2.31338
H 1.67113 -4.28277 4.52601
H 6.19156 -1.32787 -0.28685
H -3.98327 -1.52192 0.80917
H 2.72655 0.64342 -4.77994
H -1.37456 -0.33557 -0.31615
H -1.30889 0.83790 4.43690
H 4.91928 1.89074 -0.21449
H 0.21202 -0.13112 -6.39597
H 2.91980 -2.05168 2.98888
H -2.67685 -5.07001 0.90418
H 6.12310 -3.84226 0.22678
H -5.33367 3.94585 1.45690
H 0.91354 -2.88559 3.84934
H -1.62649 -4.77361 -0.51511
```

---

3.
Molecular formula: C37H51BeBrN2P2S
Method: DFT, wB97M-V/def2-TZVPD

E_LUMO in eV: -6.61
Multiplicity: 1
ΔE to the lowest compared entry with this formula, charge and spin in kcal per mole: 36.30
Net charge: +2
Gap between HOMO and LUMO in eV: 4.833

XYZ file:
```
95
C37H51BeBrN2P2S, DFT wB97M-V/def2-TZVPD
Br -1.54954 -4.53895 -2.11763
S -1.74021 1.00924 0.73511
P 2.27267 0.33410 0.87755
P 0.53952 -0.02204 -4.23857
N 1.16164 -7.20147 5.95643
N -0.57100 0.64554 1.82467
C -5.19704 -0.86654 1.20731
C 2.22229 -6.69153 5.33906
C 2.06760 -0.85164 -3.78427
C -3.16192 0.03111 2.93774
C 1.00703 -3.70536 -1.05496
C 3.22591 -0.26883 -0.53640
C -0.02593 -6.60796 5.84059
C -3.45939 2.96841 1.61916
C -2.70175 5.09124 2.48399
C -0.19534 -5.45948 5.06305
C 2.84674 3.00523 1.43433
C -1.48391 4.91537 1.82848
C 0.08311 1.20225 -3.00788
C 2.03449 2.10466 0.51655
C -0.93515 -2.71077 -0.10148
C 3.11697 0.02900 2.47834
C -4.34842 -0.49302 3.46777
C -0.73707 -1.30277 -4.57934
C 4.34147 -1.27577 -0.25060
C 2.27700 0.40293 3.70406
C -0.40478 -3.61954 -1.02659
C -5.35693 -0.94690 2.60049
C -1.22116 3.75163 1.10460
C 1.16645 -2.85033 1.24275
C 1.60147 -3.19211 2.58737
C -2.16703 2.71600 1.14391
C 2.13839 -5.54652 4.51979
C -0.16353 -2.28914 1.05025
C 0.89865 -4.87442 4.38330
C -0.30125 2.46391 -3.81625
C -4.03377 -0.33088 0.67927
C 1.75792 -3.39967 0.08645
C 3.07608 -0.63892 -4.92600
C -3.05126 0.15140 1.55169
C 0.70716 -3.70780 3.50631
C -0.70503 -1.75444 -6.04901
C -3.70378 4.13883 2.32656
Be 0.34980 -0.52950 1.12958
H -0.88856 -7.06285 6.32830
H 3.60718 0.62087 -1.06601
H 1.30710 -0.10594 3.67231
H 2.25986 2.27145 -0.54922
H 3.01913 -5.22952 3.97406
H 2.60789 -0.86660 -5.89414
H 3.94603 -1.29065 -4.78737
H -0.74174 -2.16705 1.97073
H -2.32921 0.34161 3.57337
H -1.97813 -2.41248 -0.11716
H -1.18612 -5.04591 4.93574
H 3.42828 0.40417 -4.94403
H 2.32959 3.13785 2.39423
H 1.82148 -1.91144 -3.60469
H -0.11665 3.38348 -3.24007
H 0.95402 2.26508 0.64568
H -4.48040 -0.55716 4.55405
H 3.92989 -2.29787 -0.27520
H -6.26054 -1.38647 3.01327
H 5.09382 -1.18478 -1.05129
H 0.92292 1.37961 -2.32000
H -0.79158 -0.84499 -6.65069
H -0.31914 3.66573 0.48933
H -4.68964 4.28781 2.75452
H 4.11897 0.49551 2.48484
H -0.32409 -3.34072 3.56138
H 4.81613 -1.09378 0.72975
H -3.84795 -0.25558 -0.39187
H 2.80698 0.03634 4.58988
H -0.76592 0.78839 -2.43204
H -0.68780 -2.10057 -3.81226
H -4.25153 2.22562 1.47735
H 2.45328 -0.41220 -2.84806
H 2.44582 -0.74867 -1.15257
H 0.18731 -2.30327 -6.36291
H 3.23114 -1.06856 2.47791
H -1.37106 2.43654 -4.09131
H -1.56504 -2.39958 -6.24946
H 2.95343 3.98776 0.96132
H 1.46695 -4.12398 -1.93858
H -0.27071 1.39432 2.46397
H -5.96955 -1.22602 0.52907
H 2.11050 1.48261 3.82858
H -0.72818 5.69084 1.87000
H 2.68558 -3.20155 2.85831
H 0.29342 2.50067 -4.75146
H -1.68432 -0.74070 -4.44583
H 3.84872 2.59448 1.62154
H 3.14915 -7.25822 5.47263
H -2.86780 5.95411 3.12041
H 2.80109 -3.74793 0.12608
```